1.
# C35H97N3O15

A cluster of 12 separate species, C35H97N3O15 in total at a distorted geometry (wB97M-V/def2-TZVPD, OMol25).

Element x y z (Å)
1 C -31.9817 14.8019 -9.2592
2 O -32.8898 15.8614 -9.1959
3 C -34.2672 15.5540 -9.1018
4 C -35.1741 16.7050 -8.7495
5 N -34.7863 17.7992 -9.5495
6 C -35.7719 18.8829 -9.3212
7 C -35.3215 20.0186 -10.2927
8 O -34.2137 20.6951 -9.6875
9 C -33.7259 21.7768 -10.4757
10 H -30.9636 15.1909 -9.2465
11 H -32.1311 14.3697 -10.2486
12 H -32.0174 14.0378 -8.4827
13 H -34.6183 14.7817 -8.4174
14 H -34.5824 15.2065 -10.0857
15 H -35.2459 16.8991 -7.6794
16 H -36.1694 16.3977 -9.0703
17 H -33.8258 18.1111 -9.5336
18 H -35.9400 19.1215 -8.2710
19 H -36.7065 18.4428 -9.6690
20 H -36.1267 20.7442 -10.4077
21 H -35.0834 19.6705 -11.2978
22 H -33.4681 21.3516 -11.4456
23 H -32.7957 22.0692 -9.9885
24 H -34.4886 22.5478 -10.5850
25 C -29.0729 12.1421 -9.4099
26 O -29.5880 13.0068 -10.3957
27 C -28.8415 13.0969 -11.6668
28 C -27.3892 13.6185 -11.4567
29 N -26.4587 12.3957 -11.3929
30 C -25.2503 12.7168 -10.6213
31 C -23.9911 11.8832 -10.8661
32 O -23.5059 12.6419 -11.9989
33 C -22.1065 12.4066 -12.2681
34 H -29.8780 12.0169 -8.6859
35 H -28.1802 12.5586 -8.9434
36 H -28.8409 11.1507 -9.7992
37 H -29.4020 13.8939 -12.1553
38 H -28.8010 12.1878 -12.2669
39 H -27.3501 14.2252 -10.5520
40 H -27.1505 14.0888 -12.4106
41 H -26.0832 12.1992 -12.3097
42 H -25.4619 12.4623 -9.5828
43 H -24.9580 13.7666 -10.5988
44 H -24.2905 10.8674 -11.1242
45 H -23.3345 11.7673 -10.0038
46 H -21.5529 13.0409 -11.5758
47 H -21.7908 12.6334 -13.2865
48 H -21.7426 11.4038 -12.0442
49 C -21.3316 8.5207 -11.8315
50 O -20.5290 7.6369 -11.0412
51 C -20.9996 7.3882 -9.7246
52 C -20.3987 6.0574 -9.3413
53 N -20.7547 4.9354 -10.2884
54 C -19.9743 3.6744 -9.9542
55 C -20.1517 2.5437 -10.9824
56 O -19.3041 2.7571 -12.1063
57 C -19.6300 1.9741 -13.2809
58 H -20.7112 8.5480 -12.7273
59 H -21.0442 9.4698 -11.3791
60 H -22.3664 8.3988 -12.1515
61 H -22.0605 7.2439 -9.9288
62 H -20.8259 8.1672 -8.9822
63 H -20.8715 6.0634 -8.3593
64 H -19.3353 6.0878 -9.1041
65 H -20.4271 5.4371 -11.1014
66 H -20.3531 3.3667 -8.9795
67 H -18.9486 3.9759 -9.7419
68 H -21.2003 2.5392 -11.2801
69 H -19.9081 1.5374 -10.6419
70 H -18.8640 2.1240 -14.0417
71 H -20.5681 2.3425 -13.6960
72 H -19.7907 0.9128 -13.0913
73 C -25.5627 13.4487 -16.4379
74 C -25.3933 12.2006 -15.5603
75 C -24.0811 11.5692 -15.5889
76 O -25.7432 12.4560 -14.1898
77 H -26.1355 14.1983 -15.8919
78 H -26.0868 13.3048 -17.3827
79 H -24.6532 13.9882 -16.7022
80 H -26.1809 11.4667 -15.7311
81 H -23.3523 12.3636 -15.7499
82 H -23.7909 11.0010 -16.4726
83 H -23.7291 11.0908 -14.6749
84 H -24.9760 12.6357 -13.6414
85 C -29.6433 11.1069 -15.1617
86 C -29.7675 9.9870 -16.2698
87 C -31.1803 9.5499 -16.7030
88 O -29.2106 10.5909 -17.4853
89 H -29.9109 10.8183 -14.1452
90 H -30.1716 11.9769 -15.5517
91 H -28.6149 11.4459 -15.0365
92 H -29.1934 9.0813 -16.0742
93 H -31.8367 10.3860 -16.9441
94 H -31.5764 8.9040 -15.9194
95 H -31.1849 9.0168 -17.6537
96 H -29.5083 11.4775 -17.7021
97 C -26.7179 17.1051 -9.9015
98 C -27.4543 16.9074 -8.5824
99 C -28.4299 18.1722 -8.3454
100 O -28.1565 15.6859 -8.7760
101 H -26.1944 16.2091 -10.2351
102 H -26.0509 17.9640 -9.8275
103 H -27.4995 17.3246 -10.6289
104 H -26.8915 16.8133 -7.6537
105 H -27.8387 18.9968 -7.9471
106 H -29.2246 17.8909 -7.6545
107 H -29.0049 18.5354 -9.1973
108 H -28.4402 15.4121 -7.9007
109 C -26.5434 8.6939 -12.9774
110 C -27.9312 9.1246 -12.4948
111 C -29.0415 8.0578 -12.5925
112 O -27.7388 9.5345 -11.1871
113 H -26.0098 9.6262 -13.1621
114 H -26.5448 8.0457 -13.8538
115 H -25.9782 8.0555 -12.2984
116 H -28.2950 9.9883 -13.0514
117 H -29.8767 8.3225 -11.9441
118 H -28.6545 7.0734 -12.3293
119 H -29.4348 7.9963 -13.6072
120 H -27.3675 10.4151 -11.0959
121 C -22.3215 15.1942 -7.5053
122 O -23.0280 13.9817 -7.7758
123 H -21.6215 15.2288 -6.6706
124 H -21.6767 15.4199 -8.3546
125 H -22.9334 16.0802 -7.3363
126 H -23.1389 13.9440 -8.7286
127 C -31.7752 12.3380 -6.0454
128 O -31.9202 11.0093 -5.6835
129 H -31.3043 12.9458 -5.2728
130 H -31.1756 12.6219 -6.9103
131 H -32.7522 12.7762 -6.2490
132 H -32.2747 10.4596 -6.3862
133 C -18.7571 13.3024 -10.1551
134 O -18.4332 12.2012 -10.9364
135 H -19.6708 13.7800 -10.5087
136 H -18.8762 13.0558 -9.1000
137 H -17.9270 13.9753 -10.3696
138 H -17.6097 12.3084 -11.4180
139 C -19.7061 10.8314 -15.3317
140 O -19.3881 11.9350 -16.1622
141 H -19.8214 11.2319 -14.3245
142 H -20.6780 10.3611 -15.4811
143 H -18.9031 10.0992 -15.4152
144 H -20.0824 12.0842 -16.8082
145 C -31.7475 16.7194 -12.5037
146 O -33.0388 16.2033 -12.8131
147 H -31.2594 17.3407 -13.2545
148 H -31.7293 17.5467 -11.7942
149 H -31.0560 15.9144 -12.2546
150 H -33.4494 16.2531 -11.9468

Computed properties:
calculated total energy: -73039.211 eV
HOMO-LUMO gap: 9.073 eV
SMILES: COCCNCCOC.COCCNCCOC.COCCNCCOC.CC(C)O.CC(C)O.CC(C)O.CC(C)O.CO.CO.CO.CO.CO
HOMO: -8.681 eV
net charge: 0
energy above the lowest of the compared OMol25 structures with the same formula, charge and spin: 146.5 kJ/mol



2.
# C36H101HfN5O18

A structure of composition C36H101HfN5O18 at a distorted geometry (wB97M-V/def2-TZVPD, OMol25).

Element x y z (Å)
1 Hf 18.7106 -14.5434 28.1425
2 C 24.0832 -16.0277 24.5578
3 C 23.1862 -14.8267 24.7600
4 O 22.2937 -14.8687 25.8671
5 H 24.6375 -16.2226 25.4760
6 H 24.7821 -15.8499 23.7405
7 H 23.4857 -16.8935 24.2724
8 H 22.6024 -14.7182 23.8460
9 H 23.7831 -13.9188 24.8481
10 C 18.5321 -16.8789 22.7243
11 C 17.2739 -16.9369 23.5145
12 O 17.3791 -16.3264 24.7932
13 H 18.2639 -17.4357 21.8265
14 H 19.3773 -17.3323 23.2422
15 H 18.7798 -15.8803 22.3642
16 H 17.0368 -17.9596 23.8077
17 H 16.3864 -16.5919 22.9840
18 C 10.9254 -17.2358 24.6009
19 O 11.5445 -16.0969 25.1443
20 C 10.6607 -15.5021 26.1252
21 C 11.4084 -14.2961 26.7686
22 N 12.3146 -13.6746 25.8054
23 C 11.6285 -12.5807 25.1126
24 C 11.3786 -11.2623 25.9142
25 O 10.4682 -10.4434 25.2403
26 C 10.2130 -9.2376 25.9322
27 H 10.0994 -17.1336 23.8971
28 H 10.5028 -17.9167 25.3399
29 H 11.7837 -17.6869 24.1030
30 H 10.3647 -16.2039 26.9049
31 H 9.7295 -15.2112 25.6391
32 H 12.1425 -14.7471 27.4362
33 H 10.7456 -13.5879 27.2658
34 H 12.6972 -14.3498 25.1589
35 H 10.7030 -12.8748 24.6176
36 H 12.3675 -12.2414 24.3868
37 H 12.3028 -10.7210 26.1165
38 H 10.8816 -11.5511 26.8403
39 H 10.1440 -9.3051 27.0180
40 H 9.2991 -8.7644 25.5731
41 H 10.9563 -8.4572 25.7693
42 C 20.4957 -21.7941 25.5567
43 O 19.1451 -21.5913 25.9614
44 C 18.6954 -22.4915 26.9641
45 C 17.1927 -22.3376 27.1604
46 N 16.4281 -22.3192 25.8749
47 C 16.3597 -23.5393 25.1569
48 C 15.1664 -23.5320 24.2344
49 O 15.3091 -24.6076 23.2518
50 C 14.1415 -24.9756 22.5529
51 H 20.8182 -22.8267 25.4228
52 H 21.2017 -21.4020 26.2887
53 H 20.6402 -21.1840 24.6650
54 H 19.0956 -22.1156 27.9057
55 H 18.9475 -23.5406 26.8098
56 H 17.0608 -21.3637 27.6318
57 H 16.8759 -23.0999 27.8723
58 H 16.9656 -21.6732 25.3148
59 H 16.3845 -24.3592 25.8748
60 H 17.2732 -23.6167 24.5674
61 H 15.0294 -22.6055 23.6767
62 H 14.3656 -23.5868 24.9718
63 H 14.4277 -25.6830 21.7746
64 H 13.7077 -24.1344 22.0123
65 H 13.3812 -25.2802 23.2721
66 C 15.4274 -14.1339 7.4056
67 O 14.8666 -14.9177 8.4766
68 C 15.3820 -14.5732 9.7668
69 C 14.7664 -15.5499 10.8363
70 N 15.1886 -15.1482 12.1613
71 C 16.5379 -15.6817 12.4262
72 C 16.9660 -15.3288 13.8522
73 O 18.3233 -15.6565 14.1001
74 C 18.7805 -15.2472 15.4151
75 H 14.9548 -14.6163 6.5499
76 H 16.4555 -14.4824 7.3081
77 H 15.1050 -13.0965 7.3163
78 H 15.2359 -13.5187 10.0009
79 H 16.4604 -14.7227 9.7147
80 H 15.1643 -16.5350 10.5927
81 H 13.6795 -15.5555 10.7543
82 H 15.2785 -14.1443 12.0971
83 H 17.3139 -15.3162 11.7536
84 H 16.5647 -16.7642 12.3015
85 H 16.2554 -15.8374 14.5037
86 H 16.9762 -14.2416 13.9293
87 H 18.7917 -14.2001 15.7176
88 H 19.8422 -15.4932 15.3956
89 H 18.4095 -15.8911 16.2125
90 C 16.1150 -12.1508 19.4943
91 O 17.3123 -11.6062 20.0106
92 C 17.0549 -10.5740 20.9387
93 C 18.3601 -9.7840 21.0787
94 N 19.5132 -10.6510 21.3718
95 C 20.6941 -9.8590 21.7843
96 C 21.2574 -8.8926 20.6846
97 O 21.4724 -9.6095 19.4668
98 C 22.5364 -10.5865 19.4523
99 H 16.3465 -12.8748 18.7130
100 H 15.4836 -11.4053 19.0109
101 H 15.6143 -12.6421 20.3286
102 H 16.7902 -11.1174 21.8456
103 H 16.2523 -9.8645 20.7369
104 H 18.3071 -9.0129 21.8472
105 H 18.5815 -9.2470 20.1563
106 H 19.7698 -11.2464 20.5973
107 H 21.4285 -10.5577 22.1849
108 H 20.3818 -9.3484 22.6953
109 H 22.1432 -8.3641 21.0368
110 H 20.5563 -8.1382 20.3276
111 H 23.4652 -10.0288 19.5724
112 H 22.5598 -11.0461 18.4642
113 H 22.4857 -11.4120 20.1622
114 C 24.6004 -27.0326 23.4737
115 O 23.5733 -26.0940 23.2511
116 C 22.5220 -26.6213 22.4782
117 C 21.3952 -25.5146 22.2043
118 N 21.7852 -24.5241 21.2414
119 C 20.7187 -23.4937 21.1678
120 C 21.1611 -22.3393 20.2688
121 O 22.2811 -21.7129 20.8223
122 C 22.5426 -20.3869 20.3087
123 H 25.3510 -26.5840 24.1244
124 H 25.1086 -27.3427 22.5606
125 H 24.3416 -27.9392 24.0209
126 H 22.0400 -27.4418 23.0098
127 H 22.9035 -26.8951 21.4945
128 H 21.2382 -25.0817 23.1922
129 H 20.4312 -25.9681 21.9736
130 H 22.6971 -24.1204 21.4014
131 H 20.4876 -23.0937 22.1551
132 H 19.8359 -23.9843 20.7578
133 H 20.3354 -21.6423 20.1258
134 H 21.4194 -22.7672 19.3002
135 H 23.4138 -19.9174 20.7656
136 H 21.6650 -19.7644 20.4830
137 H 22.7377 -20.3283 19.2379
138 O 18.5489 -11.9631 25.3322
139 H 18.7358 -12.1325 24.4089
140 H 18.1110 -11.1120 25.3362
141 O 19.8398 -17.9331 28.4714
142 H 20.4291 -18.3359 29.1092
143 H 19.8216 -18.5491 27.7390
144 O 13.6029 -19.6513 27.4784
145 H 13.3350 -19.2175 26.6683
146 H 14.1062 -20.4120 27.1882
147 O 15.9384 -16.7110 29.2886
148 H 16.0979 -17.0731 30.1602
149 H 15.4450 -17.3925 28.8322
150 O 15.5873 -12.6891 28.2003
151 H 14.8689 -13.0069 27.6534
152 H 15.2489 -11.8873 28.5988
153 C 13.9647 -18.8920 18.8469
154 C 14.3552 -20.0871 18.0234
155 O 13.2999 -20.5767 17.2283
156 H 13.3817 -19.2054 19.7128
157 H 13.3046 -18.1630 18.3768
158 H 14.8532 -18.3566 19.1816
159 H 14.7499 -20.8978 18.6358
160 H 15.0922 -19.6670 17.3390
161 H 13.0028 -19.8312 16.7014

Computed properties:
calculated total energy: -84541.160 eV
HOMO-LUMO gap: 1.041 eV
HOMO: -11.350 eV
net charge: +2



3.
# C36H102N6O18

A cluster of 12 separate species, C36H102N6O18 in total at a distorted geometry (wB97M-V/def2-TZVPD, OMol25).

Element x y z (Å)
1 C 17.1057 19.0323 16.4595
2 O 17.5558 17.9542 17.2628
3 C 18.9602 18.0410 17.4274
4 C 19.7982 17.8530 16.1663
5 C 19.3836 16.6184 15.3716
6 N 21.0986 17.7897 16.7941
7 H 17.7186 19.2589 15.5982
8 H 17.0671 19.9178 17.0938
9 H 16.1128 18.7114 16.1177
10 H 19.2042 19.0352 17.7741
11 H 19.2402 17.2516 18.1362
12 H 19.7797 18.7531 15.5524
13 H 18.3170 16.6670 15.1967
14 H 19.5930 15.6611 15.8715
15 H 19.7521 16.5488 14.3587
16 H 21.9231 18.0932 16.2868
17 H 21.2330 16.8342 17.1053
18 C 8.5391 15.1353 10.8148
19 O 9.5648 15.8611 10.1469
20 C 9.7950 15.3264 8.8361
21 C 10.8878 16.1261 8.2181
22 C 11.2905 15.5332 6.8062
23 N 12.0203 16.3273 9.1101
24 H 8.2003 15.7228 11.6815
25 H 8.8413 14.1266 11.0428
26 H 7.6713 15.1224 10.1207
27 H 10.1384 14.3130 9.0259
28 H 8.8802 15.3743 8.2352
29 H 10.4496 17.1102 8.0109
30 H 11.8977 16.2578 6.2705
31 H 10.3854 15.2738 6.2178
32 H 11.7653 14.5688 6.9408
33 H 12.1580 15.4884 9.6913
34 H 11.7387 16.9924 9.8240
35 C 13.9931 11.6385 14.3262
36 O 15.2402 11.7757 15.0591
37 C 15.6615 10.4620 15.5408
38 C 16.5735 9.7966 14.5095
39 C 17.0363 8.5719 15.1489
40 N 17.6248 10.7082 14.1125
41 H 13.1822 11.4951 15.0527
42 H 14.0225 10.7431 13.7212
43 H 13.9114 12.5856 13.7823
44 H 16.1106 10.6922 16.4853
45 H 14.7104 9.9006 15.6223
46 H 16.0522 9.5665 13.5433
47 H 17.3818 8.9246 16.1278
48 H 17.8355 8.0918 14.6134
49 H 16.2133 7.8771 15.2895
50 H 17.2318 11.6569 14.0983
51 H 18.3467 10.8142 14.8268
52 C 13.0838 18.9744 12.3068
53 O 13.1663 20.2066 11.6028
54 C 11.9149 20.4063 10.9658
55 C 12.0907 21.5889 10.0412
56 C 12.5067 22.8121 10.8228
57 N 10.8020 21.8385 9.3985
58 H 12.8589 18.1047 11.6840
59 H 12.3407 19.0807 13.0974
60 H 14.0478 18.8687 12.7925
61 H 11.8437 19.5202 10.3534
62 H 11.1068 20.5556 11.6964
63 H 12.8862 21.3284 9.3198
64 H 13.3464 22.5146 11.4364
65 H 11.8311 23.2005 11.5904
66 H 12.8130 23.6114 10.1506
67 H 10.4714 21.1316 8.7427
68 H 10.7399 22.7493 8.9760
69 C 13.3147 16.8585 16.3758
70 O 12.0126 17.3569 16.0930
71 C 11.1875 17.0969 17.2517
72 C 9.7873 17.4711 16.8497
73 C 8.9835 17.1740 18.0718
74 N 9.5248 16.6760 15.6777
75 H 13.2989 15.7808 16.6681
76 H 13.7423 17.3921 17.2340
77 H 13.9063 16.9155 15.4664
78 H 11.2889 16.0674 17.5762
79 H 11.4783 17.7457 18.0996
80 H 9.7621 18.5328 16.5457
81 H 9.4295 17.5858 18.9773
82 H 8.9899 16.0944 18.2171
83 H 7.9462 17.5331 18.0134
84 H 10.2786 16.8567 15.0210
85 H 8.6334 16.9731 15.2797
86 C 12.6425 15.3552 13.4218
87 O 13.6828 14.7105 12.6222
88 C 14.9527 14.8990 13.1186
89 C 15.9327 14.1143 12.3194
90 C 17.3499 14.3870 12.8567
91 N 15.8127 14.3828 10.8824
92 H 12.7290 15.0113 14.4327
93 H 11.7194 15.1122 12.9364
94 H 12.7391 16.4609 13.5125
95 H 15.2303 15.9683 13.0403
96 H 14.9851 14.6705 14.1997
97 H 15.7302 13.0389 12.4623
98 H 17.4048 14.0328 13.9068
99 H 17.5893 15.4710 12.8140
100 H 18.1785 13.9334 12.3008
101 H 15.6806 15.3860 10.7221
102 H 14.9200 14.0054 10.5353
103 O 17.3994 9.7440 11.4995
104 C 17.2209 10.7911 10.5931
105 C 18.4798 11.2927 9.8538
106 O 19.3711 12.0986 10.7173
107 H 17.7692 10.0952 12.3296
108 H 16.5705 10.3823 9.8164
109 H 16.8212 11.6945 11.0819
110 H 18.1302 11.9190 9.0446
111 H 19.0441 10.4508 9.4480
112 H 19.9916 12.6166 10.2057
113 O 16.4458 18.3196 11.7051
114 C 17.7750 18.3627 11.2574
115 C 18.6574 18.8566 12.4171
116 O 18.4354 20.2152 12.7607
117 H 15.8380 18.4274 10.9918
118 H 18.2286 17.3835 11.0618
119 H 17.8412 19.0856 10.4274
120 H 19.7074 18.8256 12.1078
121 H 18.4971 18.2240 13.2827
122 H 17.7081 20.2067 13.3896
123 O 15.2033 13.8508 17.1516
124 C 16.3380 14.7580 17.1577
125 C 17.5767 13.9873 17.5931
126 O 17.7872 13.0052 16.6303
127 H 15.4829 13.1590 16.4938
128 H 16.5105 15.2202 16.1613
129 H 16.1243 15.4856 17.9620
130 H 17.3029 13.4569 18.5274
131 H 18.4622 14.6287 17.7388
132 H 18.6808 12.6154 16.6484
133 O 16.8309 13.4175 8.2025
134 C 16.2418 14.2980 7.2487
135 C 14.8336 14.8142 7.5925
136 O 14.9151 16.0493 8.2612
137 H 16.6652 13.7397 9.1005
138 H 16.8659 15.1741 7.0234
139 H 16.0348 13.7472 6.3411
140 H 14.4367 14.0107 8.2295
141 H 14.1928 14.9489 6.7322
142 H 13.9902 16.2709 8.4945
143 O 20.4219 12.7322 15.8500
144 C 20.6810 13.0513 14.4926
145 C 21.3394 11.9193 13.7391
146 O 22.5433 11.5271 14.3906
147 H 21.2750 12.4213 16.2352
148 H 19.7207 13.2699 14.0011
149 H 21.2875 13.9747 14.4608
150 H 21.4760 12.3287 12.7150
151 H 20.6499 11.1000 13.6336
152 H 23.1133 11.0490 13.7846
153 O 12.5810 13.4922 10.3628
154 C 12.1782 12.1601 10.4324
155 C 13.2177 11.1864 9.8844
156 O 12.7836 9.8728 10.0010
157 H 12.8096 13.7631 11.2590
158 H 11.9587 11.9026 11.4629
159 H 11.3324 12.0492 9.7599
160 H 14.2209 11.2416 10.3307
161 H 13.3740 11.5227 8.8633
162 H 13.0072 9.5038 10.8648

Computed properties:
calculated total energy: -84775.751 eV
HOMO-LUMO gap: 9.618 eV
SMILES: COC[C@H](C)N.COC[C@H](C)N.COC[C@H](C)N.COC[C@H](C)N.COC[C@H](C)N.COC[C@H](C)N.OCCO.OCCO.OCCO.OCCO.OCCO.OCCO
HOMO: -9.175 eV
net charge: 0
energy above the lowest of the compared OMol25 structures with the same formula, charge and spin: 164.8 kJ/mol



The lowest HOMO-LUMO gap belongs to which entry?
C36H101HfN5O18